[1]
17
Properties=species:S:1:pos:R:3 method="wB97M-V/def2-TZVPD" energy_ha=-343.09698 e_above_lowest_kj_mol=274.3 homo_lumo_gap_ev=10.3725
C -0.77262 -1.02760 1.18196
C -0.67502 0.30759 0.23244
N -1.65456 1.22708 0.78304
C 0.68744 0.64832 -0.03407
C 1.01036 0.20195 -1.38896
N 1.81398 -0.92692 -1.62313
O 0.21807 0.55629 -2.32095
H -1.74914 -1.52457 0.73359
H 0.05573 -1.75888 1.06940
H -0.83284 -0.74633 2.25050
H -1.34350 -0.07183 -0.59698
H -1.47323 1.36896 1.75050
H -1.68386 2.27189 0.67707
H 1.55483 0.34774 0.69922
H 0.79173 1.72770 -0.18864
H 1.76405 -1.44240 -2.43337
H 2.28858 -1.15900 -0.79162

=====

[2]
121
Properties=species:S:1:pos:R:3 method="wB97M-V/def2-TZVPD" energy_ha=-5502.85956 e_above_lowest_kj_mol=137.2 spin_multiplicity=6 homo_lumo_gap_ev="4.8246 / 5.5431"
Fe -0.13583 0.03852 -0.16112
C 3.37586 -1.36714 0.75346
Si 1.51495 -0.90517 1.12974
C 2.01936 0.24173 2.59264
C 0.77552 -2.54334 1.79688
C 1.49742 -3.39117 2.62365
C 0.99058 -4.62029 3.00524
C -0.26203 -5.01459 2.56420
C -0.98986 -4.17255 1.74251
C -0.48141 -2.94663 1.34997
Si -1.46643 -1.80015 0.19266
C -2.32369 -2.79783 -1.22933
C -3.13847 -1.33975 1.04545
H 3.67803 -2.21044 1.36728
H 4.02994 -0.53881 1.01031
H 3.58189 -1.62943 -0.27502
H 2.52174 -0.36257 3.33825
H 1.21752 0.78067 3.07427
H 2.73681 0.96189 2.22414
H 2.48152 -3.09750 2.96170
H 1.57551 -5.27714 3.63373
H -0.66426 -5.97526 2.85624
H -1.96403 -4.48272 1.39262
H -2.49300 -3.82934 -0.93152
H -1.75193 -2.81694 -2.14623
H -3.29229 -2.36235 -1.46493
H -3.54149 -2.23888 1.49619
H -3.85158 -0.99623 0.30587
H -3.06540 -0.58132 1.80823
I -2.05089 0.80621 -1.65242
C -1.89808 0.50798 -3.76147
C -2.90687 1.19237 -4.44785
C -2.98296 1.12392 -5.82264
C -2.04754 0.37364 -6.50264
C -1.00652 -0.29708 -5.83482
C -0.08491 -1.01304 -6.61610
C 0.96056 -1.69358 -6.02170
C 1.07853 -1.66439 -4.65531
C 0.17214 -0.98064 -3.80729
P 0.67531 -1.18995 -2.05040
C 2.40978 -0.70367 -2.31290
C 2.62262 0.76271 -2.50604
C 3.91999 1.07201 -3.16373
C 4.89984 0.15206 -3.32431
C 4.69857 -1.18909 -2.95655
C 3.44099 -1.58968 -2.51348
C 0.78737 -3.03427 -2.01122
C 0.13482 -3.83396 -2.95266
C 0.15622 -5.21068 -2.85898
C 0.84357 -5.83243 -1.83102
C 1.51959 -5.05641 -0.90607
C 1.47704 -3.67677 -0.98857
C -0.89799 -0.25123 -4.39568
H -3.62650 1.76974 -3.88589
H -3.76456 1.64730 -6.35312
H -2.09123 0.28210 -7.57754
H -0.21572 -1.01618 -7.68843
H 1.66487 -2.25716 -6.61874
H 1.88557 -2.21792 -4.20438
H 1.79685 1.18657 -3.10398
H 4.04486 2.08787 -3.50398
H 5.83607 0.43354 -3.78565
H 5.47762 -1.92092 -3.09077
H 3.26262 -2.64568 -2.36324
H -0.39350 -3.38105 -3.77847
H -0.37128 -5.79515 -3.59826
H 0.84629 -6.90959 -1.75462
H 2.07258 -5.52395 -0.10426
H 1.98092 -3.09570 -0.24024
C 4.12115 3.48662 -0.99740
N 2.84160 2.94582 -1.36758
C 1.66935 3.65362 -1.20064
C 0.68986 2.79008 -0.81891
N 1.14569 1.52338 -0.67157
C 2.50815 1.55045 -1.12832
H 4.22906 4.47931 -1.43308
H 4.91541 2.84558 -1.37581
H 4.23236 3.57462 0.09206
H 1.62523 4.70954 -1.37911
H -0.34031 3.02924 -0.63782
H 3.19469 1.08364 -0.41373
C -2.11042 1.06091 5.32962
Si -1.35418 -0.15196 4.06051
C -2.51824 -1.67206 4.10359
C 0.19336 -0.85252 4.93575
Si -1.12112 1.42326 1.83002
Si -3.37104 2.47707 1.45319
C -4.91588 1.50332 0.85036
C -4.07266 3.26129 3.06284
C -3.26479 3.92437 0.18294
Si 0.11844 3.50036 2.47182
C -0.30156 3.95412 4.28757
C 2.04093 3.55472 2.50159
C -0.31092 5.12240 1.52532
H -2.38745 0.51966 6.23089
H -3.00180 1.55029 4.96054
H -1.40598 1.82804 5.62219
H -2.56811 -2.06319 5.11809
H -2.14876 -2.46992 3.46899
H -3.53107 -1.43491 3.80191
H -0.08817 -1.24494 5.91104
H 0.96001 -0.10649 5.10092
H 0.62772 -1.66851 4.36884
H -5.15375 0.66204 1.49197
H -4.78893 1.13250 -0.16197
H -5.78812 2.15368 0.85124
H -4.47124 2.49828 3.72385
H -4.89206 3.93471 2.82530
H -3.33443 3.83069 3.61531
H -2.41871 3.82491 -0.48977
H -3.18081 4.88796 0.67441
H -4.15629 3.95070 -0.43777
H 0.22492 3.32318 4.99634
H -1.36237 3.87418 4.49467
H -0.00894 4.98073 4.49702
H 2.43790 2.95389 3.31251
H 2.39709 4.57250 2.65657
H 2.47119 3.19495 1.57202
H -1.29935 5.48446 1.78728
H -0.27511 5.00197 0.44820
H 0.39689 5.90834 1.78452

=====

[3]
9
Properties=species:S:1:pos:R:3 method="wB97M-V/def2-TZVPD" energy_ha=-267.01479 e_above_lowest_kj_mol=467.3 homo_lumo_gap_ev=8.2927
O 1.48884 0.67237 -0.87998
C 0.76274 -0.08112 -0.05472
C -0.41135 0.35135 0.56540
C -1.39042 -0.59632 -0.08571
O -0.99151 -0.73120 1.26751
H 1.17135 -1.06646 0.13020
H -0.67308 1.37942 0.80126
H 1.00960 1.49750 -1.04975
H -0.96617 -1.42553 -0.69420

=====

[4]
32
Properties=species:S:1:pos:R:3 method="wB97M-V/def2-TZVPD" energy_ha=-1113.41458 e_above_lowest_kj_mol=0.0 homo_lumo_gap_ev=7.1642
O -1.58408 1.32110 -1.03532
O 1.11580 -6.49205 2.86166
O 3.70590 3.34945 -1.01567
O -0.83032 -7.12311 2.09204
N 1.87634 1.91836 -0.86991
N 1.69581 5.40290 -1.85586
C -0.39361 1.13087 -0.77764
C -0.02408 -0.15436 -0.18497
C -1.01482 -1.04299 0.23571
C 0.57117 6.05624 -2.10877
C 1.59572 4.09563 -1.46781
C -0.68990 5.49095 -1.95488
C 0.54006 -2.68120 1.47252
C -1.74788 -3.24654 1.00155
C 0.73035 -3.94714 2.02505
C -1.51656 -4.52582 1.51484
C -0.80404 4.18263 -1.57537
C -0.70910 -2.33152 0.94679
C -0.24917 -4.93010 1.97889
C 0.35756 3.44826 -1.33283
N 2.50588 3.09090 -1.15832
N 0.02353 -6.25244 2.35713
N 0.60250 2.11292 -0.94231
H 1.02471 -0.41399 -0.10870
H -2.06018 -0.85007 0.05907
H 0.60867 7.05182 -2.54486
H -1.56449 6.03051 -2.23518
H 1.33532 -1.93560 1.49763
H -2.75321 -3.05058 0.59481
H 1.74363 -4.16777 2.37619
H -2.32890 -5.25382 1.55236
H -1.76264 3.71655 -1.39784

=====

[5]
69
Properties=species:S:1:pos:R:3 method="wB97M-V/def2-TZVPD" energy_ha=-1451.00197 e_above_lowest_kj_mol=110.4 homo_lumo_gap_ev=9.6370
N 2.16088 1.59352 -4.06669
C 3.00597 2.17282 -4.98090
N 2.39885 3.00122 -5.87394
O 4.22349 2.01651 -4.90724
H 2.53775 0.84790 -3.51015
H 1.17464 1.69690 -4.18554
H 1.43290 2.85776 -6.08877
H 3.11243 3.29552 -6.52850
N -2.70565 2.24160 4.79963
C -1.87213 1.18829 4.48946
N -0.68057 1.58947 3.97551
O -2.10991 0.02443 4.79477
H -3.63990 1.92540 5.01064
H -2.56592 3.11705 4.33438
H -0.45874 2.56566 3.94296
H 0.06732 0.96021 3.75226
N 0.10433 -0.65148 -4.27628
C 0.77545 -1.63555 -4.90874
N 1.52385 -2.40680 -4.04431
O 0.65117 -1.92430 -6.09480
H -0.45323 -0.02633 -4.83037
H 0.30274 -0.38543 -3.32715
H 2.05424 -3.12822 -4.49500
H 1.45623 -2.19722 -3.06627
C -5.09537 -1.50942 3.13102
C -4.19845 -1.16738 1.95427
O -4.52699 -1.95492 0.83101
H -6.12203 -1.18813 2.93557
H -4.71068 -1.08506 4.05472
H -5.23493 -2.59017 3.20077
H -3.13575 -1.30369 2.20283
H -4.22888 -0.09384 1.71389
H -4.06782 -1.61274 0.06036
C -2.70332 3.72067 -2.21624
C -4.14629 3.41820 -1.86363
O -4.90765 4.61296 -2.10695
H -2.59141 3.93460 -3.27827
H -2.07037 2.85508 -1.98795
H -2.24890 4.52508 -1.63864
H -4.32828 3.25080 -0.79980
H -4.47026 2.52167 -2.39531
H -5.60579 4.46162 -2.74904
C 1.64518 -2.06540 4.43428
C 3.04009 -2.38566 3.92598
O 3.50540 -1.26351 3.12901
H 1.69764 -1.37748 5.28758
H 1.12793 -2.90976 4.89511
H 1.00416 -1.58560 3.69758
H 2.94950 -3.28053 3.31128
H 3.80542 -2.45373 4.69881
H 3.71107 -0.58423 3.77707
C 5.01049 -2.84889 0.26463
C 3.62017 -2.63113 -0.31991
O 2.94475 -1.56082 0.36239
H 4.93979 -2.97978 1.34642
H 5.75772 -2.09356 0.03746
H 5.31633 -3.83117 -0.11024
H 2.97973 -3.47525 -0.04061
H 3.70352 -2.51739 -1.39901
H 3.14062 -1.59840 1.31059
C -0.37482 -0.04561 0.69556
C 0.40434 0.73040 -0.35539
O 1.05485 -0.17323 -1.27720
H -0.75901 0.65861 1.44192
H 0.13825 -0.87303 1.17939
H -1.33112 -0.42801 0.32273
H 1.29044 1.16665 0.11497
H -0.21868 1.41298 -0.92667
H 1.79324 -0.54076 -0.76729

=====

[6]
167
Properties=species:S:1:pos:R:3 method="wB97M-V/def2-TZVPD" energy_ha=-3193.69732 e_above_lowest_kj_mol=69.0 homo_lumo_gap_ev=8.7078
C 1.00574 5.18584 -0.83773
O 1.90606 5.80115 -1.72715
C 3.27273 5.54589 -1.41542
C 4.11525 5.99956 -2.57813
C 3.85775 5.23004 -3.83625
N 5.54118 5.94100 -2.20238
H 0.89894 4.13053 -1.12098
H 0.02969 5.63944 -1.01160
H 1.23821 5.27211 0.22883
H 3.50291 6.02268 -0.45640
H 3.39161 4.45312 -1.30455
H 3.81565 7.04049 -2.78850
H 4.33359 5.60873 -4.74319
H 2.78502 5.19241 -4.04914
H 4.15544 4.17514 -3.78321
H 6.05904 6.11921 -3.05909
H 5.75268 6.73893 -1.60940
C 2.35895 0.62562 3.33637
O 1.20156 -0.16665 3.31000
C 1.38648 -1.44036 3.85738
C 0.09707 -1.82932 4.54818
N 0.15415 -3.10455 5.23301
C -0.73306 -3.21491 6.38342
C -0.10911 -4.05428 7.50089
O -0.67668 -3.79680 8.74242
C -1.89072 -4.49351 8.93337
H 2.15871 1.52814 2.75736
H 3.25727 0.13840 2.94048
H 2.59784 0.95028 4.35957
H 2.14239 -1.40839 4.66357
H 1.77892 -2.16731 3.13812
H -0.73445 -1.91758 3.83718
H -0.17837 -1.01730 5.23388
H 1.07374 -3.46888 5.43922
H -1.67461 -3.67140 6.05452
H -0.95622 -2.22228 6.79758
H 0.94683 -3.77886 7.56213
H -0.21224 -5.11551 7.24333
H -2.31082 -4.19760 9.89575
H -1.73944 -5.57715 9.00194
H -2.61739 -4.23524 8.15905
C -2.37057 7.44870 3.99868
O -2.51308 6.15448 4.52540
C -3.82683 5.83815 4.91736
C -4.66093 5.34255 3.74999
N -4.27771 4.09113 3.13053
C -4.30414 2.90199 4.02847
C -3.79297 1.71998 3.24734
O -2.43509 1.92208 2.93168
C -1.68610 0.75242 2.75753
H -1.32223 7.75804 4.01715
H -2.97963 8.18380 4.52963
H -2.59271 7.49147 2.91778
H -4.33311 6.71454 5.34962
H -3.74526 5.14230 5.75420
H -4.61566 6.10943 2.96991
H -5.70810 5.29956 4.06936
H -3.32593 4.11099 2.78194
H -5.31344 2.72430 4.40003
H -3.62422 3.14232 4.85590
H -4.36551 1.64167 2.31303
H -3.94777 0.81643 3.85273
H -2.13397 0.02369 2.06367
H -1.58591 0.19975 3.70465
H -0.70438 1.02631 2.38734
C -0.20373 3.67672 -3.93161
O -0.51565 2.59984 -4.77174
C -1.90432 2.34843 -4.85473
C -2.12316 1.32670 -5.93806
N -1.84082 -0.01077 -5.45082
C -1.90778 -1.08982 -6.41338
C -0.63448 -1.21459 -7.27267
O 0.26134 -2.14814 -6.73184
C 0.10487 -3.45364 -7.19933
H 0.82021 3.61522 -3.56314
H -0.82037 3.68676 -3.01676
H -0.37059 4.65576 -4.40224
H -2.46479 3.26142 -5.10982
H -2.28870 2.01986 -3.87920
H -1.36783 1.56061 -6.71464
H -3.07505 1.43251 -6.45847
H -0.93997 0.02600 -4.98728
H -2.82136 -1.00189 -7.00670
H -2.03079 -2.01867 -5.84767
H -0.14939 -0.22868 -7.28129
H -0.82179 -1.34169 -8.35152
H 0.98732 -4.04874 -6.98817
H -0.00052 -3.43197 -8.29739
H -0.81684 -3.92771 -6.84202
C 0.31481 -7.65571 2.59898
O -0.93900 -7.00758 2.60954
C -0.92332 -5.72828 3.21134
C -1.47044 -4.68508 2.24396
N -0.88618 -4.78283 0.90821
C 0.43403 -4.14124 0.87509
C 1.32295 -4.69785 -0.22444
O 1.70595 -6.03840 -0.00319
C 1.08495 -6.96941 -0.84554
H 1.02999 -7.09139 1.99192
H 0.18177 -8.63926 2.15128
H 0.66262 -7.80047 3.62732
H 0.08060 -5.49721 3.57904
H -1.61537 -5.78403 4.06103
H -1.45038 -3.68038 2.66021
H -2.53615 -4.95129 2.17314
H -0.77832 -5.78454 0.76703
H 0.99050 -4.17524 1.82378
H 0.29366 -3.08876 0.63417
H 2.24928 -4.12095 -0.10190
H 0.89146 -4.53819 -1.21513
H 1.39972 -7.96084 -0.49974
H 1.34124 -6.84370 -1.89736
H -0.00226 -7.02464 -0.68184
C 7.64238 -2.64421 -0.65075
O 6.58752 -1.78894 -1.03629
C 6.52675 -0.61185 -0.25198
C 5.25420 0.08286 -0.59630
N 5.22371 0.41226 -2.01377
C 3.91556 0.99910 -2.36264
C 2.91922 -0.04920 -2.83519
O 3.36520 -0.44991 -4.15435
C 2.25246 -0.77544 -4.95067
H 7.41696 -3.13177 0.31426
H 8.54692 -2.05121 -0.45451
H 7.81267 -3.43111 -1.37622
H 7.37602 0.02656 -0.56066
H 6.69497 -0.79327 0.81715
H 5.14092 0.99091 -0.00352
H 4.45520 -0.62713 -0.30746
H 5.29941 -0.47041 -2.51133
H 4.04520 1.72448 -3.16893
H 3.53512 1.59475 -1.52787
H 1.94359 0.41218 -3.01699
H 2.90307 -0.94397 -2.20695
H 1.47318 -1.33572 -4.42640
H 2.62267 -1.29751 -5.82817
H 1.75857 0.14032 -5.32266
O -3.91225 -3.55370 -0.89780
C -3.33900 -2.65416 -1.82223
C -2.35391 -3.31338 -2.78363
O -2.91556 -4.42233 -3.46193
H -3.24306 -3.69496 -0.21628
H -4.09844 -2.16285 -2.44051
H -2.80291 -1.82493 -1.33590
H -1.48304 -3.62491 -2.17803
H -2.00640 -2.59156 -3.52499
H -3.51051 -4.83518 -2.82251
O -0.35620 2.00360 -0.94330
C -1.13968 0.81133 -1.02826
C -0.22338 -0.35727 -0.87877
O 0.16465 -0.60979 0.45337
H -0.95275 2.75477 -1.03480
H -1.96047 0.76663 -0.29901
H -1.60992 0.86176 -2.02162
H 0.63819 -0.25212 -1.54147
H -0.72519 -1.27430 -1.20494
H 0.62488 0.12680 0.86986
O -2.34201 4.36091 -0.95715
C -3.19130 3.88743 0.12438
C -4.58457 3.63262 -0.38600
O -5.35381 4.82242 -0.56387
H -2.65872 5.20857 -1.27905
H -2.72445 3.02250 0.58741
H -3.27008 4.71822 0.82631
H -5.14926 3.08690 0.38091
H -4.68492 2.97946 -1.25966
H -4.82230 5.52257 -0.95302

=====

[7]
24
Properties=species:S:1:pos:R:3 method="wB97M-V/def2-TZVPD" energy_ha=-639.33853 e_above_lowest_kj_mol=0.0 homo_lumo_gap_ev=8.5038
N 2.58280 -2.74719 -0.10869
N 2.69187 -1.35268 -0.19035
C 1.59926 -0.71831 -0.07510
N 0.34979 -1.37133 -0.03303
C -0.87820 -0.70997 0.09250
C -2.05934 -1.44540 0.13762
C -3.27192 -0.76365 0.01516
C -3.32118 0.62981 -0.13761
C -2.15208 1.38081 -0.10969
C -0.94546 0.68503 -0.02531
N 0.24580 1.37943 -0.09180
C 1.50777 0.78127 -0.04431
N 2.59481 1.45759 0.10322
N 2.39719 2.84483 0.15764
H 2.03463 -3.06704 0.68390
H 3.54973 -3.06438 0.02963
H 0.39502 -2.38132 -0.09274
H -1.99333 -2.51784 0.25062
H -4.23329 -1.26382 0.04325
H -4.30221 1.04788 -0.10917
H -2.16356 2.45128 -0.06300
H 0.27429 2.35016 0.19814
H 1.76492 3.15532 -0.59924
H 3.33270 3.23955 -0.03163